one.
C5H13N2O | ωB97M-V/def2-TZVPD

Last column: natural (NBO) charge in e.
CARTESIAN COORDINATES (ANGSTROEM)
C1 1.02430 -2.51886 0.12595  -0.45
N1 0.64669 -1.41406 1.01646  -0.66
C2 -0.70451 -0.91491 0.63825  -0.24
C3 -0.62944 0.68207 0.32754  -0.02
N2 0.87182 1.08643 0.66345  -0.71
C4 -0.90840 0.98093 -1.13495  -0.57
C5 -0.77377 2.47938 -1.35748  0.45
O1 0.02281 3.18030 -0.74590  -0.54
H1 0.41047 -3.45698 0.18178  0.21
H2 1.18404 -2.13885 -0.89283  0.20
H3 2.11795 -2.71976 0.18200  0.23
H4 0.46877 -1.77093 1.96469  0.38
H5 -1.42456 -1.25146 1.38937  0.23
H6 -1.04939 -1.28221 -0.34356  0.21
H7 -1.14324 1.25214 1.09903  0.24
H8 1.05233 2.08000 0.36715  0.47
H9 1.08395 0.95258 1.64660  0.44
H10 1.59163 0.58413 0.10041  0.44
H11 -0.43143 0.32882 -1.86189  0.27
H12 -2.01830 0.83229 -1.27504  0.27
H13 -1.39172 3.02896 -2.09101  0.17

As for the net charge: +1. Its HOMO energy is -13.81 eV. As for the structure (SMILES): CNC[C@@H]([NH3+])CC=O. Its multiplicity is 1.

***

two.
C5H13N2O | ωB97M-V/def2-TZVPD

Last column: natural (NBO) charge in e.
CARTESIAN COORDINATES (ANGSTROEM)
O1 -0.34853 1.23353 2.07380  -0.53
C1 -0.95610 1.63423 1.11674  0.45
C2 -0.32917 2.17762 -0.14024  -0.52
C3 -0.87075 1.47618 -1.39346  -0.63
H1 -2.06305 1.67394 1.14333  0.12
H2 0.75651 2.17521 -0.01423  0.20
H3 -0.63150 3.22912 -0.16182  0.26
H4 -0.91556 0.39184 -1.25849  0.19
H5 -0.26575 1.69373 -2.27303  0.23
H6 -1.88583 1.80539 -1.59758  0.25
C4 0.95797 -1.18605 0.53123  -0.23
C5 0.21217 -2.25516 0.24193  0.06
N1 -0.60410 -2.91084 1.11691  -0.76
N2 1.81019 -0.59954 -0.52495  -0.67
H7 1.01512 -0.68878 1.48536  0.26
H8 0.21320 -2.68142 -0.75532  0.20
H9 -1.43339 -3.32701 0.72506  0.41
H10 -0.74074 -2.50174 2.02973  0.40
H11 2.74752 -0.39871 -0.17098  0.44
H12 1.42374 0.29243 -0.85344  0.44
H13 1.90802 -1.23397 -1.32056  0.44

As for the net charge: +1. Its HOMO energy is -13.09 eV. Its multiplicity is 1.

***

Which structure wins on stability? two wins.